A structure of composition C39H38Cl3N6O3S2SiW, computed with ωB97M-V/def2-TZVPD.

Positions of all 93 atoms, in Å:
W1 -0.19 0.51 0.24
C1 1.00 -2.56 1.32
N1 1.75 -1.71 0.41
C2 2.92 -1.09 0.97
C3 2.44 0.00 1.89
N2 1.17 0.32 2.06
C4 1.16 1.16 3.21
C5 0.12 1.69 3.96
C6 0.45 2.46 5.06
C7 1.78 2.70 5.42
C8 2.82 2.14 4.72
C9 2.47 1.36 3.62
N3 3.25 0.60 2.76
C10 -0.47 -2.49 1.06
N4 -1.21 -1.38 0.99
C11 -2.54 -1.83 0.82
C12 -3.75 -1.15 0.70
C13 -4.89 -1.90 0.53
C14 -4.86 -3.31 0.48
C15 -3.68 -3.99 0.61
C16 -2.54 -3.22 0.79
N5 -1.21 -3.60 0.95
H1 1.16 -2.21 2.33
H2 1.31 -3.61 1.29
H3 1.93 -2.17 -0.47
H4 3.54 -0.67 0.18
H5 3.55 -1.77 1.56
H6 -0.91 1.50 3.72
H7 -0.35 2.88 5.65
H8 1.99 3.31 6.29
H9 3.85 2.29 5.01
H10 4.25 0.49 2.80
H11 -3.81 -0.08 0.74
H12 -5.84 -1.40 0.44
H13 -5.79 -3.86 0.33
H14 -3.63 -5.07 0.57
H15 -0.84 -4.54 0.89
C17 1.99 5.89 0.08
Si1 3.29 4.97 -0.88
C18 3.55 5.78 -2.53
C19 4.88 4.91 0.08
C20 2.83 3.16 -1.25
C21 3.60 2.48 -2.17
C22 3.36 1.13 -2.49
C23 2.32 0.49 -1.87
N6 1.57 1.12 -0.95
C24 1.80 2.41 -0.65
S1 0.63 2.91 0.53
H16 2.33 6.93 0.17
H17 1.84 5.49 1.08
H18 1.03 5.89 -0.44
H19 3.65 6.86 -2.41
H20 2.71 5.59 -3.20
H21 4.46 5.43 -3.02
H22 5.31 5.91 0.17
H23 5.61 4.28 -0.41
H24 4.71 4.53 1.09
H25 4.41 2.99 -2.68
H26 3.95 0.61 -3.22
H27 2.05 -0.53 -2.08
Cl1 -1.47 1.60 -1.62
C25 -2.99 2.17 -0.95
C26 -3.95 2.58 -1.86
C27 -5.14 3.07 -1.35
C28 -5.33 3.14 0.02
C29 -4.35 2.70 0.89
Cl2 -4.65 2.78 2.59
C30 -3.13 2.19 0.43
S2 -1.97 1.52 1.56
H28 -3.76 2.51 -2.92
H29 -5.92 3.40 -2.03
H30 -6.26 3.52 0.43
C31 -3.05 -5.45 -2.53
C32 -1.65 -5.39 -1.98
C33 -1.17 -6.34 -1.10
C34 0.13 -6.27 -0.61
Cl3 0.69 -7.48 0.51
C35 0.97 -5.26 -1.00
C36 0.50 -4.28 -1.87
C37 -0.80 -4.34 -2.37
O1 -1.32 -3.45 -3.26
C38 -0.68 -2.19 -3.32
C39 -1.08 -1.40 -2.06
O2 -2.25 -1.31 -1.77
O3 -0.07 -0.90 -1.39
H31 -3.03 -5.75 -3.58
H32 -3.53 -4.48 -2.48
H33 -3.64 -6.18 -1.98
H34 -1.82 -7.15 -0.78
H35 2.00 -5.24 -0.65
H36 1.16 -3.48 -2.17
H37 -1.10 -1.67 -4.18
H38 0.40 -2.27 -3.44

Calculated values
2S+1: 3
Total energy, eV: -125084.0155
Total charge: +1